[1]
C18H25NO4 | wB97M-V/def2-TZVPD

Last column: Mulliken charge in e.
Positions of all 48 atoms, in Å:
O: 3.81349 -0.48936 2.34717  -0.642
O: 1.74361 -2.91156 -0.22460  -0.511
O: -1.44514 3.05822 -2.82051  -0.655
O: 1.54009 2.55512 -0.96877  -0.548
N: -1.05889 3.23550 -0.59476  -0.004
C: 0.87396 0.29901 -1.65779  -0.343
C: -2.42827 3.40962 -0.16730  -0.747
C: 1.72173 -1.57090 -0.38671  0.104
C: 0.95693 -1.06105 -1.43222  -1.051
C: 2.27144 -3.42398 1.00587  1.377
C: 2.31937 0.69374 0.21270  -0.881
C: 2.42036 -0.67624 0.43777  0.943
C: -3.38555 1.05529 0.36378  0.652
C: 3.30118 -1.18423 1.49974  0.160
C: 3.55007 -2.67623 1.39272  -0.926
C: -4.70516 1.22579 -0.38608  -1.606
C: -2.36277 0.34676 -0.51866  -1.226
C: -0.68372 3.11998 -1.87729  0.610
C: 1.55571 1.19217 -0.83182  0.861
C: 1.21305 -3.27494 2.10452  -1.545
C: 0.84172 3.11148 -2.05890  -0.686
C: 2.56520 -4.89949 0.74109  -1.847
C: -2.85856 2.39596 0.89645  -0.894
H: -1.40681 0.25138 -0.00755  0.169
H: -5.43168 1.75693 0.22504  0.398
H: -2.53500 4.42231 0.24019  0.280
H: 0.42223 -1.75167 -2.06416  0.471
H: -2.00816 2.20610 1.55702  0.405
H: -3.04615 3.33438 -1.06268  0.371
H: -2.71329 -0.65106 -0.77254  0.520
H: 1.17317 4.15414 -2.11181  0.359
H: -3.64531 2.85204 1.50097  0.405
H: 1.56919 -3.71927 3.02953  0.391
H: 2.95886 -5.37115 1.63641  0.399
H: -5.11791 0.25234 -0.64000  0.438
H: 2.86400 1.36750 0.85554  0.554
H: 3.94796 -3.05486 2.33410  0.400
H: -4.55934 1.77776 -1.31087  0.326
H: 4.30761 -2.82112 0.61581  0.406
H: 0.99451 -2.22423 2.28486  0.353
H: 3.29061 -4.99764 -0.06236  0.402
H: 0.29536 -3.77342 1.80169  0.397
H: 0.25928 0.65128 -2.47031  0.376
H: 1.65178 -5.40640 0.44253  0.407
H: 1.09522 2.62368 -3.00611  0.392
H: -3.57629 0.42586 1.24197  0.374
H: -2.21307 0.89520 -1.44401  0.163
H: -0.33660 3.26926 0.11036  0.249

Force components x, y, z for each atom (eV/Å):
-0.03 0.06 -0.03
0.04 -0.15 -0.22
-0.13 0.02 -0.35
0.10 0.14 0.15
0.10 0.03 0.41
0.09 0.18 0.04
-0.27 0.05 0.13
-0.01 0.53 0.01
0.13 -0.18 0.15
0.14 -0.40 0.52
-0.17 0.05 -0.23
-0.33 0.16 -0.31
0.06 0.07 -0.04
0.22 -0.46 0.14
-0.09 0.08 -0.01
0.17 -0.06 0.23
-0.15 -0.01 0.29
0.54 -0.09 0.14
0.16 -0.32 0.23
0.14 0.06 -0.34
-0.09 0.08 -0.31
-0.10 0.44 -0.07
-0.08 -0.11 -0.16
0.12 -0.03 -0.01
-0.14 0.06 0.03
-0.06 -0.09 -0.12
-0.09 -0.08 -0.07
0.00 0.04 0.11
0.01 0.10 0.07
-0.02 -0.14 -0.07
-0.06 -0.15 -0.05
0.02 0.03 0.07
0.04 -0.03 0.12
0.04 -0.05 0.11
-0.08 -0.08 -0.07
0.07 0.08 0.08
-0.01 0.04 -0.02
-0.02 0.07 -0.15
0.01 -0.03 -0.02
-0.07 0.08 0.08
0.09 -0.02 -0.06
-0.07 -0.04 -0.02
-0.09 0.06 -0.11
-0.10 -0.08 -0.01
-0.11 0.02 0.12
0.01 0.04 -0.05
0.07 0.07 -0.19
0.02 -0.04 -0.16

Properties
energy	-28752.70338	eV
net charge	0
maximum force	0.7	eV/A
HOMO	-8.3	eV
ΔE to the lowest compared entry with this formula, charge and spin	23.91	kcal/mol
SMILES	CC(C)CCNC(=O)COc1ccc2c(c1)C(=O)CC(C)(C)O2
gap between HOMO and LUMO	8.53	eV

---

[2]
C20H18Br2Cl12F3I2N2O4P | wB97M-V/def2-TZVPD

Last column: Mulliken charge in e.
Positions of all 64 atoms, in Å:
I: 0.26337 3.50836 -1.56077  0.187
I: -1.03799 -1.75821 4.40490  -0.114
Br: 2.72516 2.43610 -0.40364  -0.116
Br: 0.78196 1.52600 3.66749  0.068
Cl: -6.68117 -0.80325 -0.52694  -0.057
Cl: -6.34244 -3.64373 -1.07528  -0.131
Cl: 5.92625 -0.01238 -2.81767  -0.101
Cl: -6.88381 -1.79354 -3.25863  -0.109
Cl: 8.62441 -0.91029 -3.44775  -0.134
Cl: -2.66155 -7.15448 -1.51035  -0.113
Cl: 8.16550 1.83710 -2.59628  -0.126
Cl: 5.24827 6.32412 0.55941  -0.132
Cl: 0.03661 -8.05239 -2.14042  -0.123
Cl: 2.71570 4.91755 0.86102  0.058
Cl: 2.74616 7.81518 0.56681  -0.125
Cl: -0.42230 -5.30501 -1.28896  -0.121
P: -1.82084 0.15261 3.07160  0.164
F: 3.13902 -0.85313 -0.56302  -0.168
F: 5.20585 0.31600 0.22004  -0.226
F: 4.83883 -2.00879 0.66478  -0.309
O: -3.47104 -0.27532 2.61995  -0.453
O: 3.88211 1.07265 2.44605  -0.493
O: -2.75964 3.26060 2.37853  -0.607
O: -0.63489 4.17857 1.75154  -0.579
N: -5.20335 0.81594 -2.38964  -0.434
N: -0.05996 2.20938 0.00320  -0.575
C: 0.34657 -2.53435 -1.20778  -0.797
C: 1.85799 -0.56285 2.07036  -0.155
C: -3.76961 0.72405 -2.78828  -0.436
C: -1.66193 3.08952 1.63868  0.168
C: 4.14284 -0.68119 0.51208  0.651
C: -2.39898 1.01168 -1.95923  -0.216
C: -0.14261 -1.18960 -0.70049  -0.028
C: 3.53511 6.29633 0.10813  0.021
C: 3.46704 -0.27119 1.98655  -0.398
C: -7.18407 -2.15895 -1.55110  -0.020
C: -1.04014 -1.02932 0.69219  -0.999
C: -4.21444 1.48712 0.03612  0.019
C: -2.60268 1.44726 -0.35612  -0.348
C: -5.45980 1.19834 -0.97157  -0.667
C: -0.73228 0.41544 1.47718  0.091
C: -0.94233 -6.98992 -1.11469  -0.007
C: 0.88302 0.71757 1.79619  0.521
C: -1.36551 1.74724 0.68489  1.487
C: 7.64547 0.15219 -2.42202  0.117
C: 1.11774 1.71803 0.52862  0.383
H: -3.59013 0.37747 -3.91880  0.255
H: -6.56982 1.29393 -0.55938  0.516
H: 0.20764 -0.26082 -1.35426  0.015
H: 3.97540 -1.03304 2.75335  0.472
H: -0.25571 -3.49290 -0.88818  0.241
H: -3.69868 -1.20902 2.95352  0.305
H: -2.19639 -1.18333 0.47820  0.570
H: 1.33044 -2.61819 -1.87265  0.276
H: 7.78926 -0.14657 -1.38052  0.240
H: -4.49721 1.74830 1.16269  0.330
H: 1.64772 -0.90751 3.19426  0.376
H: -0.72772 -1.96855 1.35951  0.545
H: 4.03565 1.04898 3.45615  0.351
H: -8.25762 -2.31313 -1.41556  0.330
H: 3.46666 6.18685 -0.97722  0.226
H: -1.30723 0.89172 -2.42540  0.121
H: 1.64462 -1.51257 1.41179  0.032
H: -0.79854 -7.28868 -0.07319  0.284

Force components x, y, z for each atom (eV/Å):
-2.78 0.64 -0.39
0.09 -0.53 -0.48
-0.55 -3.93 2.07
0.73 0.72 -1.33
-1.20 -2.68 0.23
-0.10 0.08 -0.03
0.19 -0.01 -0.02
-0.14 -0.15 0.27
-0.11 0.11 0.17
0.21 0.03 0.10
-0.06 -0.19 0.07
-0.14 -0.03 -0.12
-0.10 0.12 0.17
0.22 1.88 0.65
0.10 -0.17 -0.15
-0.24 -1.65 -0.15
-2.35 2.15 1.05
3.68 0.75 3.15
-3.51 -3.47 0.21
-2.23 4.19 -0.83
2.17 -2.02 0.58
-0.43 -1.83 0.70
4.87 -2.56 -4.41
-4.15 -6.51 -1.88
4.47 1.39 3.51
3.71 -2.04 0.99
-1.38 4.32 1.77
0.37 -0.89 0.30
0.38 0.62 1.73
-0.58 6.52 5.01
1.17 -0.25 0.21
-3.45 0.38 2.69
1.64 -3.87 -1.64
-0.13 0.12 0.15
0.56 -0.89 1.45
-0.23 -0.22 0.01
0.78 -0.71 -1.74
0.67 -0.08 -1.27
-3.64 -1.37 -3.78
5.60 1.32 -1.02
-0.92 -2.51 -1.17
-0.09 -0.28 -0.01
-1.49 -0.55 -0.67
0.14 0.52 -0.08
0.01 -0.03 0.07
-2.35 1.20 -0.64
-0.63 0.90 2.81
3.03 0.65 -1.26
-0.52 -1.93 2.00
-1.15 1.33 -2.05
1.86 3.15 -0.07
0.54 1.91 -0.84
2.38 0.80 0.43
-2.73 0.28 1.12
-0.08 0.11 -0.36
0.89 -0.51 -2.72
0.40 0.92 -2.65
-0.54 2.34 -1.24
-0.49 -0.21 -2.49
0.37 0.03 -0.07
0.04 0.06 0.36
-2.93 0.27 0.94
0.21 2.12 0.92
-0.04 0.12 -0.37

Properties
energy	-356177.58965	eV
net charge	0
maximum force	8.2	eV/A
HOMO	-8.1	eV
gap between HOMO and LUMO	6.10	eV

---

[3]
C13H26N4OS6SbTi | wB97M-V/def2-TZVPD

Last column: Mulliken spin population.
Positions of all 52 atoms, in Å:
Sb: 1.65047 -0.77734 -4.43293  -0.002
Ti: -0.51188 0.19999 -2.12221  1.034
S: -2.65944 1.48747 -3.56070  0.001
S: -1.20659 1.78871 -0.18385  -0.013
S: -2.18524 -0.73517 1.89361  -0.001
S: 1.35224 1.28583 -2.95119  -0.044
S: -0.66459 -1.36990 -4.02043  0.023
S: 2.92858 -2.29658 -3.26819  -0.001
O: -1.99144 -1.07849 -1.11435  -0.017
N: 0.72849 -0.97893 -0.63293  -0.005
N: -3.19178 3.48369 -1.86981  0.000
N: 1.92860 -0.39901 -0.13983  -0.007
N: -1.17697 3.60872 -2.98380  -0.001
C: -0.77379 0.69671 3.71960  0.001
C: -2.95778 -3.16853 -1.85680  0.000
C: -2.33167 2.93796 -2.77655  0.009
C: -3.20083 -1.71540 -1.50567  0.000
C: 2.55989 -1.08248 0.99597  0.002
C: 0.31696 2.48514 1.95293  -0.001
C: 1.71869 -1.05778 2.27455  0.000
C: 0.12252 1.64440 4.18193  -0.002
C: 0.70268 2.53433 3.28496  0.002
C: 3.86155 -0.31867 1.22504  0.000
C: -1.14494 0.59320 2.36883  -0.001
C: 2.87959 -2.52104 0.59498  0.000
C: -0.62271 1.56385 1.47853  0.010
H: 0.98678 -1.81255 -1.16669  0.012
H: 2.25143 -1.55745 3.08967  0.000
H: -0.42969 3.06628 -3.41679  -0.002
H: -2.09840 -0.75368 -0.15539  -0.003
H: -0.84945 4.18042 -2.21395  0.000
H: 3.65421 0.73011 1.45482  0.000
H: 1.72300 0.57093 0.07783  -0.001
H: -3.62951 -1.16617 -2.34866  0.000
H: -2.72211 3.84645 -1.04650  0.000
H: 0.08634 -1.23922 0.12149  0.003
H: 3.51367 -2.97560 1.36158  0.000
H: 4.47658 -0.36057 0.32577  0.000
H: 3.38430 -2.54688 -0.37104  0.001
H: 4.41180 -0.74673 2.06617  0.000
H: -3.89548 -1.63527 -0.66346  0.000
H: -2.56934 -3.70539 -0.98902  0.000
H: 1.97170 -3.12287 0.52107  -0.001
H: -1.19710 -0.02614 4.40734  0.000
H: 0.75850 -1.56877 2.14464  0.000
H: 0.38853 1.66847 5.23332  0.000
H: 1.43384 3.26375 3.61488  0.000
H: -3.89536 2.81431 -1.59328  0.001
H: -2.23249 -3.25640 -2.66485  0.001
H: 1.51441 -0.03276 2.57960  0.000
H: 0.73263 3.19001 1.24214  0.001
H: -3.89942 -3.63494 -2.16236  0.000

Force components x, y, z for each atom (eV/Å):
-0.14 0.21 -0.04
-0.08 -0.18 0.15
0.09 -0.06 -0.15
0.20 -0.05 0.07
-0.01 0.08 -0.06
-0.04 0.05 -0.03
0.02 -0.10 0.23
-0.03 -0.02 0.11
-0.03 0.33 0.18
-0.07 -0.06 -0.18
-0.04 -0.05 -0.11
0.02 0.08 -0.04
-0.21 -0.06 0.11
0.02 0.01 0.05
-0.02 -0.07 0.04
0.41 0.21 0.21
-0.01 0.02 -0.03
-0.02 0.00 0.04
-0.01 0.00 0.06
-0.02 -0.11 -0.07
0.02 -0.02 -0.03
-0.01 0.00 -0.01
0.01 0.02 -0.01
-0.10 -0.03 -0.06
0.01 0.02 0.06
-0.02 0.05 -0.10
0.04 0.07 -0.03
0.01 -0.03 0.00
-0.09 -0.09 0.03
0.10 -0.20 -0.18
-0.08 -0.05 -0.09
-0.02 0.01 0.01
-0.02 -0.03 0.01
0.04 -0.05 -0.03
0.04 0.06 -0.02
0.00 -0.06 -0.02
0.00 -0.02 -0.02
0.02 0.00 -0.01
0.00 0.01 -0.03
0.01 -0.01 0.01
-0.03 0.01 -0.03
-0.02 0.01 0.02
-0.02 -0.01 -0.01
-0.01 0.00 -0.01
0.05 0.06 0.02
0.00 0.00 0.01
0.00 0.00 0.00
0.01 -0.02 -0.04
-0.02 0.06 -0.02
0.02 0.03 0.01
0.00 0.00 -0.01
0.02 -0.03 -0.02

Properties
energy	-116582.47672	eV
net charge	-2
maximum force	0.5	eV/A
HOMO (alpha / beta)	-1.4 / -1.4	eV
ΔE to the lowest compared entry with this formula, charge and spin	26.71	kcal/mol
2S+1	2
gap between HOMO and LUMO (alpha / beta)	5.91 / 5.91	eV
expectation value of S²	0.7557

---

[4]
C8H16N2O3 | wB97M-V/def2-TZVPD

Last column: Mulliken charge in e.
Positions of all 29 atoms, in Å:
O: -3.17441 -2.31849 0.94946  -0.472
O: 1.80619 -2.31639 -0.06733  -0.634
O: -3.63771 -1.35818 -1.00358  -0.557
N: -1.79451 -0.59966 0.13157  0.039
N: 1.79768 -0.17535 -0.82027  0.152
C: -2.11429 0.85103 0.16792  -0.962
C: -2.91428 -1.42847 -0.04758  0.599
C: 1.59291 1.22500 -0.41284  -1.401
C: 0.96668 -0.65041 -1.93072  -0.905
C: 0.34015 1.53703 0.40892  -0.286
C: 1.99167 -1.12627 0.16354  0.754
C: -0.97633 1.69125 -0.39119  -0.581
C: 2.47997 -0.71081 1.53886  -1.129
H: -1.29277 -0.87101 0.96800  0.105
H: -2.32640 1.15625 1.19956  0.280
H: -2.38453 -2.50933 1.46903  0.340
H: 0.67270 0.19400 -2.55376  0.383
H: 0.53173 2.48490 0.92278  0.470
H: 0.07124 -1.16846 -1.58869  0.238
H: 2.49074 1.55411 0.11012  0.370
H: 3.12038 -1.51325 1.90097  0.357
H: -1.29703 2.73634 -0.32101  0.356
H: 3.00815 0.24046 1.56687  0.337
H: 0.19520 0.80106 1.20255  0.249
H: -0.83299 1.48190 -1.45149  0.313
H: 1.53780 -1.33860 -2.55615  0.297
H: -3.01932 0.98428 -0.42675  0.514
H: 1.54548 1.81026 -1.33588  0.529
H: 1.61591 -0.66316 2.20711  0.246

Force components x, y, z for each atom (eV/Å):
0.28 -0.27 -0.32
-0.09 0.59 0.13
0.08 0.14 0.53
-0.42 -0.12 0.68
-0.93 0.09 0.84
0.19 -0.25 -0.47
-0.18 0.18 -0.55
0.17 -0.16 -0.35
0.32 -0.13 -0.52
-0.18 0.28 -0.04
0.28 -0.57 -0.41
0.01 0.23 0.27
0.00 -0.04 -0.13
0.12 0.12 -0.07
-0.04 -0.02 -0.07
-0.06 0.09 0.09
0.09 0.02 0.09
0.02 -0.10 0.03
0.02 0.06 0.07
-0.10 0.03 0.03
0.01 0.08 -0.02
0.01 -0.07 -0.13
-0.03 -0.08 0.05
0.18 -0.06 -0.02
-0.02 -0.14 0.05
-0.04 0.00 0.12
0.09 0.04 0.05
0.11 -0.02 0.07
0.09 0.08 -0.01

Properties
energy	-17678.70334	eV
net charge	0
maximum force	1.3	eV/A
HOMO	-9.4	eV
ΔE to the lowest compared entry with this formula, charge and spin	24.17	kcal/mol
SMILES	CC(=O)N(C)CCCCNC(=O)O
gap between HOMO and LUMO	9.72	eV